[1]
Below is 2 unconnected molecules or ions with the total composition C33H37BF3NO3 at a distorted geometry, with properties calculated with ωB97M-V/def2-TZVPD.

Structure (XYZ):
```
78
Properties=species:S:1:pos:R:3:forces:R:3:mulliken_charge:R:1
C -3.859 4.456 -1.186 -0.315 0.259 0.051 -2.223
C -3.074 3.745 -0.102 -0.225 -0.012 0.283 1.918
C -1.631 4.146 -0.210 0.477 0.102 0.188 -0.897
C -3.743 3.952 1.352 -0.028 -0.169 -0.234 1.199
C -2.811 3.720 2.520 0.627 -0.114 0.217 -0.827
C -4.378 5.319 1.536 -0.023 0.030 -0.031 -2.020
O -4.657 2.877 1.464 0.983 1.640 0.560 -0.692
B -4.128 1.889 0.573 -3.081 -3.423 -1.678 1.364
C -3.752 0.374 1.088 0.196 1.610 0.121 0.590
C -4.293 -0.170 2.249 0.068 -0.957 0.048 -0.759
C -4.228 -1.553 2.459 -0.033 0.552 0.102 -1.008
C -3.601 -2.348 1.508 -0.038 -0.848 -0.023 0.390
C -3.644 -3.847 1.595 -0.133 0.143 0.276 0.730
F -3.955 -4.415 0.394 0.294 0.122 0.895 -0.272
F -2.422 -4.350 1.973 -0.674 -0.124 -0.215 -0.274
F -4.561 -4.291 2.507 0.750 0.069 -0.649 -0.297
C -2.926 -1.802 0.425 0.120 0.690 -0.159 -1.210
C -2.993 -0.423 0.226 0.196 -0.947 0.133 -0.415
C -5.559 1.645 -0.330 0.267 0.254 0.935 -0.152
C -5.600 1.625 -1.814 -0.435 0.158 -0.810 -0.588
C -6.115 0.460 -1.030 -0.639 -0.503 -0.024 -0.891
O -3.105 2.345 -0.309 1.004 1.268 0.525 -0.689
H -3.685 5.532 -1.074 -0.240 -0.013 -0.185 0.401
H -3.489 4.147 -2.172 -0.096 -0.027 0.248 0.534
H -4.925 4.223 -1.111 0.160 0.125 -0.114 0.326
H -1.407 5.070 0.334 0.124 0.003 -0.069 0.260
H -1.045 3.315 0.181 -0.202 0.451 0.022 -0.462
H -1.345 4.270 -1.262 -0.031 0.049 0.164 0.494
H -2.140 4.561 2.710 0.357 0.041 -0.028 0.441
H -3.414 3.557 3.421 -0.052 0.115 -0.225 0.561
H -2.242 2.800 2.349 -0.271 0.416 0.013 -1.003
H -3.573 6.058 1.427 -0.273 0.114 0.061 0.322
H -5.181 5.556 0.836 0.153 -0.182 -0.024 0.374
H -4.790 5.383 2.546 0.049 0.076 -0.010 0.460
H -4.798 0.467 2.979 0.059 -0.102 -0.281 0.488
H -4.645 -2.000 3.357 -0.083 -0.010 -0.226 0.457
H -2.349 -2.425 -0.259 -0.287 -0.007 0.134 0.368
H -2.459 -0.005 -0.632 -0.363 0.144 0.227 0.469
H -6.366 2.246 0.109 0.289 -0.101 -0.143 0.410
H -6.376 2.240 -2.275 0.338 -0.129 -0.214 0.252
H -4.691 1.502 -2.401 -0.037 0.125 0.243 0.155
H -5.577 -0.485 -1.024 -0.014 0.092 -0.075 0.127
H -7.203 0.393 -0.985 0.254 -0.424 -0.099 0.259
C -1.883 -0.861 7.999 0.119 -0.208 -0.443 -0.830
O -1.317 -1.487 6.827 -0.616 0.681 -0.544 -0.436
C -1.382 -0.775 5.665 -0.021 0.095 0.289 0.825
C -1.669 0.614 5.636 0.099 -0.381 0.332 -1.292
C -1.445 1.322 4.474 0.230 -0.088 0.134 0.116
C -1.022 0.679 3.293 -0.847 -0.233 -0.083 1.707
C -0.567 1.383 2.112 1.754 -0.059 1.637 -1.134
C 0.268 2.524 2.210 -0.120 -0.271 -0.291 1.321
C 1.092 3.091 1.138 -0.231 0.739 -0.110 0.044
C 1.228 2.791 -0.214 0.546 0.382 -0.411 0.058
C 1.949 3.688 -1.034 -0.315 -0.646 0.398 -0.756
C 2.558 4.837 -0.500 -0.125 -0.020 0.334 -0.673
C 2.380 5.179 0.848 0.421 -0.305 -0.446 -0.995
C 1.639 4.300 1.619 -0.283 -0.307 -0.448 0.329
N 1.199 4.486 2.929 -0.825 -1.443 0.758 0.182
C 1.526 5.628 3.764 0.308 0.113 0.404 -0.964
C 0.445 3.423 3.305 0.294 0.757 -0.467 -0.822
C -1.041 -0.748 3.301 0.154 0.457 -0.920 -0.211
C -1.154 -1.472 4.459 0.082 0.344 0.959 -1.057
H -1.829 -1.628 8.769 -0.004 0.187 0.023 0.249
H -1.316 0.032 8.281 0.031 -0.231 0.061 0.325
H -2.926 -0.575 7.816 0.165 -0.147 0.049 0.358
H -2.037 1.119 6.539 0.290 -0.190 -0.590 0.401
H -1.615 2.391 4.481 -0.181 -0.187 -0.059 0.277
H -0.629 0.841 1.168 -0.031 0.228 0.047 0.166
H 0.732 1.903 -0.615 0.252 0.361 -0.079 0.383
H 2.023 3.489 -2.110 0.052 0.044 0.530 0.407
H 3.176 5.460 -1.150 -0.304 -0.111 0.243 0.397
H 2.845 6.050 1.312 -0.118 -0.128 -0.428 0.286
H 1.971 6.396 3.136 -0.312 0.056 0.087 0.329
H 0.651 6.016 4.302 0.116 -0.145 -0.421 0.339
H 2.279 5.368 4.513 -0.036 -0.150 -0.084 0.341
H 0.019 3.407 4.306 0.268 -0.039 -0.379 0.663
H -0.929 -1.264 2.347 0.082 0.060 0.223 0.537
H -1.053 -2.554 4.514 -0.082 0.227 -0.236 0.459
```
Forces are in eV/Å.

=====

[2]
Below is a molecular structure, C33H37BrIrN8OS, with properties calculated with ωB97M-V/def2-TZVPD.

Structure (XYZ):
```
82
Properties=species:S:1:pos:R:3:forces:R:3:lowdin_spin:R:1
Ir -0.169 1.388 0.564 0.094 -0.234 0.097 2.992
C 4.041 -0.888 1.463 0.015 0.000 -0.006 0.002
N 3.092 -0.751 2.571 0.048 0.008 0.032 0.027
C 3.454 -1.338 3.868 -0.009 -0.040 -0.006 0.003
C 2.003 -0.003 2.414 -0.036 0.124 0.025 0.022
N 1.708 0.651 1.312 0.104 -0.036 -0.007 0.113
N 1.179 0.102 3.532 0.027 0.037 -0.060 0.008
C -0.167 0.375 3.585 -0.014 -0.044 -0.088 0.023
N -0.690 0.358 4.816 -0.005 -0.007 0.023 0.017
N -0.872 0.598 2.506 -0.090 0.142 0.101 0.110
H 4.699 -1.724 1.677 0.006 0.021 0.004 0.000
H 4.650 0.010 1.343 -0.022 0.012 -0.007 0.001
H 3.516 -1.118 0.535 0.001 -0.023 -0.013 0.001
H 4.348 -1.938 3.737 -0.005 0.007 0.003 0.000
H 2.667 -1.999 4.235 -0.006 -0.005 -0.006 0.001
H 3.685 -0.568 4.607 0.006 0.006 0.000 0.001
H 2.419 0.526 0.605 0.014 -0.059 0.011 0.003
H 1.611 -0.138 4.409 -0.009 -0.017 -0.009 0.000
H -0.145 0.161 5.640 -0.008 -0.021 -0.001 0.001
H -1.670 0.533 4.958 0.001 0.002 0.010 0.000
H -1.858 0.691 2.720 0.017 -0.018 0.067 0.002
C -4.344 2.764 -0.523 -0.017 -0.013 -0.004 0.002
C -4.140 3.447 -1.712 -0.015 -0.003 0.003 0.004
C -2.884 3.421 -2.299 -0.027 0.009 -0.041 0.003
C -1.863 2.716 -1.684 0.051 -0.050 0.031 0.010
N -2.059 2.077 -0.519 -0.141 0.073 -0.008 0.081
C -3.273 2.098 0.041 0.031 -0.015 -0.072 0.008
C -0.493 2.638 -2.261 0.003 -0.004 0.087 0.012
C -0.239 2.863 -3.604 -0.011 0.022 -0.028 0.003
C 1.066 2.800 -4.067 0.005 0.003 -0.021 0.007
C 2.089 2.515 -3.175 0.015 0.023 -0.016 0.002
C 1.759 2.281 -1.857 -0.072 0.061 0.034 0.013
N 0.499 2.332 -1.407 0.067 0.071 -0.116 0.093
H -5.310 2.748 -0.040 0.000 0.005 0.000 0.000
H -4.948 3.994 -2.177 0.006 0.005 -0.002 0.000
H -2.703 3.963 -3.217 -0.008 -0.003 0.006 0.001
H -3.390 1.547 0.966 0.007 0.000 0.009 0.000
H -1.049 3.076 -4.286 0.016 -0.003 -0.009 0.001
H 1.281 2.976 -5.113 0.000 -0.002 0.001 0.000
H 3.121 2.476 -3.494 -0.001 0.006 0.000 0.000
H 2.526 2.065 -1.122 -0.003 -0.030 -0.002 0.001
O -0.417 -0.438 -0.488 0.003 -0.112 -0.001 0.199
S -1.421 -1.542 -0.922 -0.146 0.049 -0.111 0.035
C -0.766 -2.126 -2.514 0.091 0.074 0.026 0.011
C 0.718 -2.342 -2.528 -0.036 -0.006 -0.036 0.001
C 1.587 -1.254 -2.607 0.001 -0.016 -0.013 0.001
C 2.959 -1.456 -2.649 -0.035 0.026 0.002 0.001
C 3.475 -2.747 -2.613 -0.009 0.003 -0.004 0.000
C 2.614 -3.832 -2.553 -0.001 -0.009 -0.007 0.000
C 1.240 -3.630 -2.516 0.015 -0.032 0.095 0.000
C -1.024 -2.918 0.166 0.025 0.013 0.045 0.007
C -1.873 -4.117 -0.166 -0.005 -0.004 0.020 0.002
C -3.259 -4.011 -0.264 -0.012 0.034 -0.015 0.001
C -4.024 -5.130 -0.556 0.004 0.012 0.011 0.000
C -3.412 -6.363 -0.736 -0.015 -0.004 0.005 0.001
C -2.034 -6.476 -0.625 0.034 0.002 0.004 0.000
C -1.265 -5.355 -0.345 0.032 -0.015 -0.079 0.001
H -1.083 -1.358 -3.221 -0.023 -0.019 -0.003 0.000
H -1.337 -3.035 -2.711 -0.002 -0.012 -0.037 0.002
H 1.181 -0.253 -2.677 -0.007 0.010 -0.001 0.000
H 3.630 -0.611 -2.754 -0.010 -0.006 0.015 0.000
H 4.544 -2.906 -2.670 -0.002 -0.002 0.000 0.000
H 3.010 -4.839 -2.564 -0.007 -0.002 0.005 0.000
H 0.570 -4.480 -2.502 -0.008 -0.023 0.005 0.000
H -1.220 -2.524 1.167 0.013 0.013 -0.008 0.000
H 0.045 -3.105 0.052 0.008 -0.051 0.023 0.000
H -3.749 -3.056 -0.109 -0.009 -0.014 0.013 0.000
H -5.099 -5.043 -0.634 0.000 0.004 0.002 0.000
H -4.010 -7.237 -0.954 0.001 0.003 -0.010 0.000
H -1.557 -7.438 -0.753 0.002 0.003 0.004 0.000
H -0.189 -5.446 -0.253 0.006 -0.012 0.000 0.000
Br 2.285 6.745 1.147 0.048 0.038 -0.011 0.002
C 0.871 5.643 1.673 0.007 0.000 -0.023 0.003
C -0.055 6.052 2.620 -0.038 -0.008 0.024 0.002
C -1.086 5.186 2.954 -0.009 0.037 0.014 0.004
C -1.155 3.951 2.342 -0.020 0.010 -0.085 0.011
N -0.256 3.559 1.430 0.132 0.068 0.032 0.130
C 0.740 4.390 1.099 -0.097 -0.016 0.063 0.014
H 0.025 7.027 3.082 0.003 0.001 -0.003 0.000
H -1.834 5.472 3.681 0.000 0.002 -0.004 0.001
H -1.958 3.262 2.567 0.017 -0.026 0.014 0.001
H 1.446 4.055 0.353 0.011 -0.022 0.007 0.001
```
Forces are in eV/Å.

## Properties
Spin multiplicity: 5
Net charge: +3

=====

[3]
Below is a molecular structure, C33H37ClCrO2Si2 at a distorted geometry, with properties calculated with ωB97M-V/def2-TZVPD.

Structure (XYZ):
```
76
Properties=species:S:1:pos:R:3:forces:R:3:lowdin_spin:R:1
C 1.095 0.014 -0.482 0.927 0.249 -0.105 -0.011
C 1.967 -0.953 0.100 0.649 0.457 -0.245 0.004
C 3.253 -0.845 -0.558 -0.490 0.902 0.092 -0.020
H 1.716 -1.598 0.955 0.213 0.229 -0.726 0.004
C 3.176 0.223 -1.538 -1.737 -0.574 1.068 0.018
C 1.801 0.723 -1.511 1.056 -0.723 0.766 -0.019
H 1.404 1.553 -2.075 0.078 -0.107 -0.085 -0.004
H 0.089 0.235 -0.156 -0.111 -0.341 -0.284 0.003
H 4.136 -1.432 -0.332 -0.180 0.086 -0.020 -0.004
H 3.960 0.570 -2.196 -0.035 -0.157 0.018 0.002
Cr 1.816 -1.391 -2.040 0.169 -0.673 -1.531 2.025
Si -2.386 -4.081 -1.701 0.242 -0.160 0.191 0.067
C -1.467 -4.837 -0.267 0.005 -0.371 0.670 0.004
C -2.028 -6.003 0.287 0.367 0.047 -0.199 0.000
H -3.036 -6.277 0.007 -0.050 -0.192 -0.084 0.000
C -1.315 -6.821 1.158 0.320 0.068 0.435 0.001
H -1.757 -7.733 1.557 -0.018 0.182 -0.191 0.000
C -0.025 -6.468 1.568 -0.387 0.782 -0.828 0.001
H 0.557 -7.110 2.209 -0.009 -0.076 0.131 0.000
C 0.506 -5.250 1.115 -0.368 -0.295 0.217 0.001
H 1.483 -4.926 1.461 -0.075 -0.024 -0.017 0.000
C -0.216 -4.436 0.245 -0.154 -0.509 -0.287 0.003
H 0.229 -3.494 -0.033 -0.012 0.290 -0.283 0.003
C 1.257 -3.454 -3.467 1.194 0.901 1.299 0.116
C 2.539 -3.599 -2.885 0.870 1.943 -1.481 0.017
H 2.763 -4.226 -2.054 0.025 -0.878 0.114 0.001
C 3.609 -2.844 -3.479 -0.770 -0.028 0.378 -0.005
H 4.620 -3.025 -3.173 0.330 -0.098 0.352 0.000
C 3.398 -1.912 -4.500 0.028 -0.711 0.292 -0.009
H 4.227 -1.463 -5.042 -0.140 -0.001 0.312 0.000
C 2.085 -1.607 -4.830 -0.587 0.962 -0.059 0.000
H 1.852 -0.837 -5.570 0.172 -0.092 0.343 0.000
C 1.021 -2.297 -4.262 -0.791 -0.367 0.137 0.030
H -0.023 -1.992 -4.479 0.807 -0.475 -0.176 0.008
H -1.575 -3.027 -2.287 0.086 0.890 0.145 0.029
Si 0.130 -4.871 -3.632 -2.346 -3.604 -0.257 0.462
C 0.519 -5.385 -5.390 0.225 0.996 -0.806 0.057
C 1.382 -6.455 -5.679 -0.017 0.467 -0.051 0.025
H 1.445 -7.274 -4.980 0.176 -0.104 0.136 0.001
C 2.185 -6.447 -6.825 -0.443 -0.170 0.202 0.001
H 2.841 -7.304 -6.989 -0.092 0.374 -0.106 0.000
C 2.119 -5.379 -7.716 -0.290 -0.124 0.249 0.016
H 2.766 -5.382 -8.583 -0.021 0.142 -0.021 0.001
C 1.178 -4.356 -7.511 0.243 -0.379 -0.328 -0.001
H 1.115 -3.540 -8.243 -0.135 -0.395 0.358 0.000
C 0.360 -4.395 -6.388 0.684 -0.162 -0.197 0.023
H -0.356 -3.595 -6.271 -0.117 0.096 0.188 0.006
C 0.101 -6.673 -2.755 0.331 1.537 0.012 0.060
C 1.237 -7.075 -2.080 0.225 -1.061 0.594 0.017
H 2.133 -6.472 -2.052 0.042 0.174 0.063 0.002
C 1.283 -8.329 -1.442 0.063 0.037 0.173 0.002
H 2.171 -8.651 -0.899 -0.049 0.197 -0.199 0.000
C 0.182 -9.170 -1.448 -0.244 0.181 -0.377 0.007
H 0.197 -10.139 -0.953 0.105 0.243 -0.007 0.000
C -0.963 -8.778 -2.151 0.472 -0.067 0.262 -0.001
H -1.831 -9.420 -2.160 -0.063 -0.052 -0.129 0.000
C -0.990 -7.563 -2.803 -0.051 0.771 -0.359 0.008
H -1.873 -7.294 -3.372 -0.057 0.074 0.086 0.001
H -2.633 -4.921 -2.852 0.124 -0.754 -0.251 0.031
Cl -4.338 -3.622 -1.294 -0.386 0.311 0.283 0.017
C -1.054 -0.683 2.265 -0.489 0.000 -0.447 0.000
O -1.541 -1.399 1.128 0.689 0.139 0.450 0.000
C -2.885 -1.133 0.831 -0.019 -0.824 -0.685 0.000
C -3.083 0.031 -0.129 0.030 0.625 -0.469 0.000
O -1.926 0.239 -0.931 -0.054 0.121 -0.189 0.001
C -1.987 1.414 -1.742 -0.168 -0.250 0.308 0.000
H -1.521 -1.088 3.173 0.230 0.118 -0.028 0.000
H -1.316 0.387 2.178 0.283 -0.250 0.113 0.000
H 0.034 -0.814 2.289 -0.319 0.097 0.135 0.000
H -3.273 -2.052 0.356 0.135 0.478 0.456 0.000
H -3.449 -0.924 1.737 -0.243 -0.147 0.181 0.000
H -3.927 -0.198 -0.798 -0.065 0.160 0.284 0.000
H -3.307 0.945 0.436 -0.010 0.092 -0.168 0.000
H -2.838 1.400 -2.446 0.256 -0.113 0.209 0.000
H -2.078 2.309 -1.109 0.031 -0.106 -0.147 0.000
H -1.045 1.456 -2.304 -0.293 0.001 0.119 0.000
```
Forces are in eV/Å.

## Properties
Spin multiplicity: 4
Net charge: +1

=====

Energy relative to the best compared isomer or geometry (same formula, charge and spin) (computed, kJ/mol): 167.33 18.32 294.01
Calculated total energy (computed, Eh): -1884.551185 -4868.619335 -3513.435309